Computed, not measured: a molecular structure, C12H25OPd, with wB97M-V/def2-TZVPD.

Each line ends with the Mulliken charge.
Element x y z (Å)
C1 3.385 0.991 1.254  -1.27
C2 3.981 1.053 -0.222  0.52
C3 5.483 0.495 -0.163  -1.30
C4 3.156 0.132 -1.281  -0.72
C5 2.062 -0.784 -0.575  0.17
O1 0.764 -0.350 -0.822  -0.05
C6 -0.103 -1.544 -0.624  -0.81
C7 -1.660 -1.138 -0.401  0.62
C8 -2.126 -1.903 0.922  -1.36
C9 -1.787 0.450 -0.342  -0.75
C10 -3.292 0.991 -0.221  0.65
C11 -3.820 1.118 1.283  -0.78
C12 -4.343 0.198 -1.129  -1.45
H1 4.003 1.607 1.989  0.37
H2 3.398 -0.082 1.676  0.32
H3 2.287 1.328 1.319  0.27
H4 3.967 2.114 -0.627  0.30
H5 5.478 -0.482 0.414  0.31
H6 6.219 1.222 0.306  0.36
H7 5.836 0.294 -1.234  0.37
H8 3.919 -0.596 -1.737  0.36
H9 2.739 0.753 -2.145  0.34
H10 2.101 -1.811 -1.096  0.38
H11 -0.013 -2.293 -1.479  0.25
H12 0.299 -2.060 0.316  0.44
H13 -2.269 -1.552 -1.274  0.38
H14 -1.314 -2.057 1.699  0.38
H15 -2.451 -2.957 0.595  0.32
H16 -3.020 -1.449 1.449  0.26
H17 -1.403 0.842 -1.354  0.36
H18 -1.089 0.927 0.442  -0.09
H19 -3.265 2.061 -0.640  0.41
H20 -4.659 0.340 1.410  0.30
H21 -4.249 2.132 1.547  0.29
H22 -2.980 0.770 1.999  -0.05
H23 -5.269 0.872 -1.205  0.40
H24 -3.959 0.066 -2.202  0.31
H25 -4.692 -0.784 -0.676  0.33
Pd1 -1.313 1.084 2.828  -0.15

Results
Kohn-Sham gap: 3.31 eV
Calculated total energy: -674.8227 Ha
Total charge: +1



Computed, not measured: a molecular structure, C12H26BN2O2P2Sn, with wB97M-V/def2-TZVPD.

Each line ends with the Mulliken charge.
Element x y z (Å)
Sn1 0.046 -0.092 0.911  1.23
P1 -2.317 0.202 0.312  0.58
C1 -2.110 0.712 -1.432  -1.18
C2 -0.783 1.336 -1.796  0.58
N1 0.256 1.272 -0.922  -0.12
C3 1.494 1.572 -1.370  0.60
C4 1.650 2.254 -2.579  -0.77
C5 0.550 2.513 -3.395  -0.52
C6 -0.697 2.040 -2.999  -0.81
C7 2.702 1.121 -0.604  -1.00
P2 2.488 -0.421 0.340  0.73
H1 -1.617 2.201 -3.567  0.53
H2 2.652 2.541 -2.894  0.49
H3 0.638 3.048 -4.345  0.49
H4 3.510 0.899 -1.321  0.57
H5 3.074 1.896 0.085  0.41
H6 -2.365 -0.103 -2.099  0.50
H7 -2.899 1.435 -1.594  0.65
H8 -1.514 -2.566 -2.443  0.22
O1 -1.533 -2.505 -3.401  -0.60
H9 -2.427 -2.842 -3.569  0.36
H10 -0.406 -4.089 0.366  0.31
O2 -0.668 -3.816 -0.550  -0.56
H11 0.148 -3.631 -1.016  0.30
C8 2.957 -1.767 -0.785  -1.23
H12 3.961 -1.572 -1.176  0.46
H13 2.969 -2.726 -0.250  0.43
H14 2.265 -1.840 -1.631  0.38
C9 3.669 -0.393 1.696  -1.12
H15 3.580 -1.312 2.303  0.42
H16 4.703 -0.328 1.308  0.43
H17 3.487 0.470 2.362  0.41
C10 -3.097 1.728 0.996  -1.21
H18 -4.114 1.847 0.573  0.45
H19 -3.137 1.634 2.088  0.44
H20 -2.494 2.612 0.720  0.41
C11 -3.552 -1.128 0.376  -1.05
H21 -3.817 -1.313 1.433  0.44
H22 -4.465 -0.840 -0.185  0.44
H23 -3.116 -2.049 -0.057  0.36
B1 0.038 0.206 5.511  -0.01
C12 0.073 0.518 4.033  0.29
N2 0.118 0.791 2.880  -0.74
H24 1.032 -0.411 5.832  -0.01
H25 -0.962 -0.408 5.817  0.00
H26 0.031 1.302 6.037  0.04

Results
Kohn-Sham gap: 5.08 eV
Calculated total energy: -1653.5804 Ha
Total charge: +3



Computed, not measured: a molecular structure, C12H26BaO8, with wB97M-V/def2-TZVPD.

Each line ends with the Mulliken charge.
Element x y z (Å)
Ba1 0.456 -0.086 0.165  1.67
C1 0.640 4.260 -1.499  -1.12
C2 0.705 2.797 -1.129  0.91
O1 -0.117 2.000 -1.662  -0.72
O2 1.581 2.397 -0.311  -0.82
H1 -0.194 4.745 -0.990  0.24
H2 0.534 4.381 -2.575  0.31
H3 1.553 4.775 -1.200  0.32
C3 -1.469 -4.080 1.664  -1.24
C4 -0.837 -2.796 1.199  1.09
O3 0.380 -2.563 1.465  -0.81
O4 -1.582 -1.942 0.645  -0.75
H4 -2.010 -4.552 0.844  0.33
H5 -2.172 -3.869 2.467  0.28
H6 -0.717 -4.791 2.006  0.33
C5 1.796 0.222 3.772  -0.87
O5 0.804 0.696 2.870  -0.16
C6 -0.494 0.746 3.426  -0.63
C7 -1.398 1.678 2.611  -0.60
O6 -1.487 1.335 1.235  -0.17
C8 -2.313 2.181 0.466  -0.72
H7 1.462 0.293 4.808  0.35
H8 2.683 0.849 3.669  0.26
H9 2.066 -0.808 3.529  0.27
H10 -0.461 1.354 4.340  0.48
H11 -0.959 -0.231 3.568  0.28
H12 -1.025 2.700 2.717  0.37
H13 -2.412 1.548 3.009  0.36
H14 -2.411 1.743 -0.524  0.13
H15 -1.950 3.198 0.290  0.27
H16 -3.306 2.232 0.932  0.33
C9 -1.910 -0.828 -2.649  -0.83
O7 -0.698 -1.234 -2.069  -0.15
C10 0.168 -1.830 -3.002  -0.56
C11 1.532 -2.087 -2.420  -0.62
O8 2.076 -0.883 -1.891  -0.13
C12 3.399 -0.571 -2.276  -0.94
H17 -1.762 -0.065 -3.418  0.35
H18 -2.507 -0.399 -1.845  0.14
H19 -2.458 -1.678 -3.069  0.36
H20 0.242 -1.281 -3.953  0.38
H21 -0.286 -2.782 -3.329  0.39
H22 2.179 -2.551 -3.167  0.49
H23 1.458 -2.786 -1.576  0.24
H24 4.103 -1.338 -1.935  0.34
H25 3.648 0.394 -1.842  0.25
H26 3.473 -0.492 -3.366  0.33

Results
Energy relative to the best compared isomer or geometry (same formula, charge and spin): 0.0 kcal/mol
Kohn-Sham gap: 9.01 eV
Calculated total energy: -1100.3372 Ha
Total charge: 0



Computed, not measured: a molecular structure, C12H26BiN4O7, with wB97M-V/def2-TZVPD.

Each line ends with the Mulliken charge.
Element x y z (Å)
O1 0.388 3.210 -0.486  -0.56
H1 0.057 3.883 0.157  0.34
Bi1 -0.189 -0.299 -1.607  1.73
N1 -1.981 1.688 -0.941  0.34
N2 -1.278 0.559 1.154  0.82
N3 2.136 -0.841 -1.868  0.17
N4 1.409 -1.266 0.404  0.59
O2 -2.009 2.564 -1.887  -0.58
O3 2.596 -0.536 -3.164  -0.47
O4 1.022 -1.493 1.705  -0.52
O5 -0.862 0.057 2.278  -0.74
C1 -2.343 1.406 1.326  -0.14
C2 -2.767 2.017 0.130  0.23
C3 2.747 -1.914 -1.343  0.42
C4 2.360 -2.141 0.014  0.19
C5 -3.890 2.983 0.019  -1.16
H2 -3.535 3.996 -0.232  0.25
H3 -4.435 3.033 0.967  0.38
H4 -4.592 2.630 -0.749  0.31
C6 -2.938 1.708 2.663  -1.31
H5 -2.261 2.325 3.281  0.27
H6 -3.160 0.781 3.213  0.31
H7 -3.881 2.261 2.542  0.39
C7 3.540 -2.872 -2.145  -1.32
C8 2.848 -3.264 0.876  -1.54
H8 3.880 -2.440 -3.091  0.39
H9 2.935 -3.769 -2.353  0.30
H10 4.411 -3.278 -1.612  0.37
H11 2.731 -3.038 1.947  0.35
H12 3.911 -3.462 0.675  0.48
H13 2.325 -4.219 0.683  0.24
H14 2.047 0.265 -3.394  0.47
H15 0.295 -0.795 1.895  0.35
C9 1.866 2.877 0.740  -0.83
H16 2.567 3.514 0.212  0.33
H17 1.863 1.786 0.482  0.04
H18 1.331 3.173 1.653  0.41
O6 0.685 1.198 -2.775  -0.98
H19 -0.448 3.319 -1.091  0.25
H20 0.876 1.999 -2.230  0.40
C10 -2.768 -2.727 0.895  -1.28
C11 -1.525 -2.945 0.149  1.13
C12 -0.643 -4.095 0.480  -1.11
O7 -1.240 -2.257 -0.851  -0.72
H21 -3.146 -3.704 1.166  0.46
H22 -3.480 -2.194 0.275  0.36
H23 -2.568 -2.154 1.794  0.24
H24 0.078 -4.311 -0.341  0.20
H25 -0.097 -3.901 1.424  0.24
H26 -1.305 -4.965 0.634  0.53

Results
Energy relative to the best compared isomer or geometry (same formula, charge and spin): 35.5 kcal/mol
Kohn-Sham gap (spin up / spin down): 6.02 / 4.00 eV
Calculated total energy: -1432.5091 Ha
Total charge: +1



Computed, not measured: a molecular structure, C12H26Cl2NPSTi, with wB97M-V/def2-TZVPD.

Each line ends with the Mulliken charge.
Element x y z (Å)
Ti1 0.394 -0.574 4.060  -0.11
Cl1 -0.780 -1.361 2.279  -0.45
Cl2 0.318 1.679 3.998  -0.54
H1 1.986 -0.687 3.872  -0.02
H2 0.361 -2.144 4.515  0.00
P1 0.015 -0.011 -1.680  0.21
C1 -1.211 -1.209 -2.440  0.51
C2 -0.379 1.608 -2.528  0.66
C3 1.595 -0.598 -2.487  0.49
C4 -2.345 -1.442 -1.433  -1.24
H3 -0.621 -2.139 -2.517  0.37
C5 -1.762 -0.872 -3.826  -1.42
H4 -2.398 0.024 -3.809  0.22
H5 -2.389 -1.714 -4.152  0.45
H6 -0.980 -0.734 -4.582  0.25
H7 -1.952 -1.724 -0.450  0.22
H8 -2.994 -2.250 -1.795  0.43
H9 -2.965 -0.543 -1.308  0.22
H10 1.521 -1.692 -2.359  0.33
C6 2.795 -0.105 -1.666  -1.49
C7 1.757 -0.307 -3.979  -1.31
H11 0.977 -0.780 -4.587  0.22
H12 2.722 -0.725 -4.301  0.48
H13 1.774 0.771 -4.194  0.15
H14 2.667 -0.341 -0.602  0.38
H15 2.941 0.978 -1.765  0.23
H16 3.706 -0.604 -2.020  0.45
C8 -1.725 2.146 -2.028  -1.61
H17 -0.444 1.376 -3.602  0.34
C9 0.717 2.653 -2.293  -1.66
H18 -2.573 1.492 -2.268  0.29
H19 -1.914 3.118 -2.502  0.42
H20 -1.704 2.302 -0.940  0.36
H21 0.921 2.780 -1.220  0.36
H22 0.367 3.619 -2.684  0.43
H23 1.658 2.417 -2.805  0.28
S1 0.989 0.049 8.652  -0.16
C10 -0.609 -0.676 8.492  -0.17
C11 -0.870 -0.997 7.183  -0.66
N1 0.136 -0.579 6.289  0.08
C12 1.204 -0.079 6.938  -0.05
H24 -1.269 -0.838 9.333  0.38
H25 -1.748 -1.512 6.794  0.37
H26 2.112 0.225 6.418  0.33

Results
Energy relative to the best compared isomer or geometry (same formula, charge and spin): 0.1 kcal/mol
Kohn-Sham gap (spin up / spin down): 4.99 / 6.62 eV
Calculated total energy: -3037.0372 Ha
Multiplicity: 2
Total charge: -1



Computed, not measured: 8 unconnected molecules or ions with the total composition C12H26Cl4FN5O13, with wB97M-V/def2-TZVPD.

Each line ends with the Mulliken charge.
Element x y z (Å)
C1 -0.406 -1.009 1.190  -0.68
N1 -0.688 0.408 1.692  0.88
O1 0.073 0.897 2.526  -0.52
O2 -1.671 0.965 1.211  -0.50
H1 0.627 -1.285 1.398  0.33
H2 -0.403 -0.913 0.105  0.21
H3 -1.200 -1.708 1.453  0.28
C2 -6.827 2.933 0.253  -0.59
N2 -6.806 4.162 -0.563  0.81
O3 -5.729 4.407 -1.151  -0.51
O4 -7.788 4.873 -0.500  -0.50
H4 -7.849 2.553 0.228  0.28
H5 -6.440 3.363 1.176  0.26
H6 -6.080 2.260 -0.167  0.25
C3 -2.118 -2.042 6.305  -0.69
N3 -3.078 -2.711 5.400  0.77
O5 -2.965 -3.919 5.219  -0.47
O6 -4.119 -2.113 5.009  -0.49
H7 -2.240 -2.566 7.253  0.30
H8 -2.525 -1.047 6.487  0.32
H9 -1.126 -1.969 5.859  0.27
C4 5.925 1.968 1.590  -0.73
N4 5.861 0.488 1.753  0.84
O7 6.918 -0.158 1.604  -0.51
O8 4.861 -0.004 2.212  -0.48
H10 5.553 2.069 0.570  0.29
H11 6.870 2.488 1.746  0.29
H12 5.197 2.446 2.246  0.31
C5 5.681 -2.317 -2.794  -0.65
N5 4.589 -2.926 -2.029  0.85
O9 3.460 -2.509 -2.292  -0.51
O10 4.879 -3.651 -1.107  -0.51
H13 5.213 -1.795 -3.628  0.30
H14 6.341 -3.118 -3.129  0.27
H15 6.188 -1.615 -2.132  0.25
C6 -1.040 0.237 -4.916  -0.41
C7 -1.498 1.252 -3.847  0.33
O11 -0.314 1.512 -3.153  -0.27
C8 0.765 1.185 -3.930  0.65
O12 1.887 1.591 -3.688  -0.54
O13 0.394 0.444 -4.992  -0.31
F1 -2.440 0.698 -3.071  -0.27
H16 -1.589 0.357 -5.850  0.29
H17 -1.296 -0.749 -4.529  0.26
H18 -1.861 2.120 -4.396  0.28
Cl1 0.563 -9.095 -2.114  -0.18
C9 1.135 -7.455 -1.631  -0.43
C10 0.047 -6.808 -0.665  -0.41
Cl2 -1.430 -6.385 -1.614  -0.18
H19 1.253 -6.876 -2.546  0.29
H20 2.155 -7.499 -1.247  0.32
H21 0.363 -5.874 -0.200  0.27
H22 -0.123 -7.410 0.227  0.33
Cl3 0.988 6.598 -0.376  -0.18
C11 -0.711 6.435 0.087  -0.27
C12 -0.806 6.336 1.624  -0.48
Cl4 -0.305 7.916 2.389  -0.20
H23 -1.091 5.515 -0.357  0.23
H24 -1.307 7.249 -0.325  0.31
H25 -0.104 5.695 2.157  0.28
H26 -1.813 6.107 1.973  0.31

Results
Energy relative to the best compared isomer or geometry (same formula, charge and spin): 65.0 kcal/mol
Kohn-Sham gap: 10.32 eV
Calculated total energy: -3664.8386 Ha
Total charge: 0



Computed, not measured: a molecular structure, C12H26ClCsN3OV, with wB97M-V/def2-TZVPD.

Each line ends with the Mulliken charge.
Element x y z (Å)
N1 -1.126 -1.279 -0.635  -0.42
C1 -2.349 -1.450 -0.571  0.88
O1 -3.515 -1.630 -0.506  -0.41
Cs1 2.475 -2.702 -0.977  1.16
V1 0.325 -0.119 -0.206  0.06
N2 0.938 0.522 -1.848  0.74
N3 1.485 -1.248 0.795  0.14
C2 -0.044 0.933 -2.903  1.26
C3 1.212 -2.161 1.962  0.72
C4 -0.442 -0.319 -3.683  -1.35
C5 0.521 1.966 -3.878  -1.97
C6 -1.278 1.548 -2.254  -1.53
C7 2.462 -3.017 2.260  -1.51
C8 0.845 -1.338 3.201  -1.43
C9 0.040 -3.061 1.589  -1.39
H1 0.431 -0.765 -4.179  0.34
H2 -1.181 -0.054 -4.451  0.44
H3 -0.887 -1.074 -3.022  0.26
H4 0.894 2.851 -3.349  0.47
H5 -0.285 2.297 -4.548  0.46
H6 1.316 1.561 -4.516  0.46
H7 -1.829 0.847 -1.619  0.18
H8 -1.957 1.869 -3.055  0.53
H9 -1.006 2.433 -1.665  0.34
H10 2.533 -3.922 1.627  0.41
H11 2.389 -3.389 3.291  0.40
H12 3.400 -2.440 2.195  0.37
H13 1.673 -0.692 3.518  0.40
H14 0.622 -2.023 4.034  0.51
H15 -0.041 -0.719 3.017  0.23
H16 -0.889 -2.491 1.470  0.26
H17 -0.119 -3.788 2.400  0.48
H18 0.200 -3.642 0.661  0.32
C10 2.555 -0.259 0.986  -1.11
H19 2.236 0.711 0.547  0.39
H20 2.762 -0.068 2.055  0.26
H21 3.530 -0.553 0.536  0.59
C11 2.341 0.467 -2.301  -1.38
H22 2.603 1.392 -2.839  0.36
H23 3.066 0.408 -1.469  0.35
H24 2.536 -0.375 -3.000  0.38
Cl1 -1.783 0.754 1.693  -0.07
C12 -0.289 1.426 1.015  -0.46
H25 -0.519 2.331 0.438  0.35
H26 0.422 1.618 1.831  0.52

Results
Kohn-Sham gap (spin up / spin down): 7.61 / 7.49 eV
Calculated total energy: -2136.0581 Ha
Total charge: +2



Computed, not measured: a molecular structure, C12H26ClIIrNP2S, with wB97M-V/def2-TZVPD.

Each line ends with the Mulliken charge.
Element x y z (Å)
C1 2.875 0.390 -2.234  0.05
I1 0.544 2.153 -2.501  0.23
H1 4.021 0.698 -2.212  0.38
H2 3.052 -0.749 -2.403  0.26
H3 2.511 0.852 -1.248  -0.51
Ir1 -0.764 -2.238 0.048  0.75
P1 -0.286 -1.715 -1.891  0.64
C2 -1.427 -3.188 -1.600  -1.34
C3 -1.165 -0.860 -3.250  -1.20
H4 -1.403 -1.712 -3.899  0.55
H5 0.570 -2.945 -3.603  0.61
H6 -0.482 -0.190 -3.698  0.34
H7 1.552 -1.476 -3.351  0.25
H8 -2.493 -3.010 -1.633  0.52
H9 -1.982 -0.360 -2.849  0.37
C4 1.115 -2.302 -2.882  -1.27
H10 -1.014 -3.487 -2.605  0.38
H11 1.792 -2.864 -2.296  0.44
H12 -1.067 -4.008 -0.867  0.41
P2 1.291 1.791 0.649  0.62
C5 1.036 1.921 2.451  -1.00
C6 3.158 2.187 0.588  -1.34
H13 1.268 3.657 -0.821  0.49
H14 1.366 4.205 0.897  0.49
H15 -0.166 3.570 0.215  0.44
C7 0.912 3.512 0.200  -1.55
H16 3.430 2.354 -0.445  0.50
H17 3.285 3.092 1.154  0.52
H18 1.571 2.821 2.784  0.41
H19 1.428 1.015 2.946  0.31
H20 3.738 1.354 1.028  0.38
H21 -0.030 2.025 2.578  0.36
Cl1 2.083 0.998 -3.870  -0.07
S1 -0.513 -2.747 2.281  -0.33
C8 -1.571 -1.431 2.240  0.18
N1 -1.344 -0.486 3.432  -0.11
C9 -2.350 0.164 4.061  -0.14
C10 -3.587 0.127 3.492  -0.47
C11 -3.824 -0.497 2.255  -0.58
C12 -2.795 -1.230 1.615  -0.37
H22 -0.381 -0.592 3.804  0.33
H23 -2.090 0.680 5.030  0.43
H24 -4.411 0.658 3.996  0.42
H25 -4.783 -0.418 1.739  0.44
H26 -2.669 -1.717 0.674  0.76

Results
Kohn-Sham gap (spin up / spin down): 6.73 / 5.56 eV
Calculated total energy: -2469.2787 Ha
Multiplicity: 6
Total charge: +3